Below is a structure of composition C13H20Be2Br9Cl2F6N2O6S at a distorted geometry, with properties calculated with the ωB97M-V functional and the def2-TZVPD basis.

Structure (ORCA input):
```
! RIJCOSX wB97M-V def2-TZVPD def2/J DEFGRID3
* xyz 1 1
C -0.926 0.940 0.722
C -0.182 1.809 0.084
C -0.197 3.214 0.652
C 1.041 4.124 0.524
S 1.903 4.514 2.066
O 2.499 3.306 2.486
O 2.932 5.452 1.890
C 0.748 5.010 3.435
F 0.496 3.943 4.172
F -0.424 5.481 3.018
C 1.348 6.090 4.388
F 0.443 6.369 5.289
F 2.438 5.647 4.943
F 1.604 7.195 3.740
C 0.372 5.452 -0.049
O 0.653 5.674 -1.420
O 0.701 6.627 0.579
C -1.109 5.254 0.116
N -2.124 6.165 -0.022
N -1.400 3.979 0.514
F -2.639 3.524 0.779
H -1.005 1.063 1.799
H -1.481 0.185 0.218
H 0.419 1.521 -0.772
H -0.202 2.973 1.739
H 1.805 3.682 -0.113
H 0.886 4.815 -1.779
H 1.571 6.911 0.276
H -2.839 5.708 -0.563
H -2.607 6.245 1.015
C 0.302 -3.305 -0.538
Br -1.274 -4.412 -0.659
Br 1.255 -3.234 -2.214
Br -0.126 -1.531 0.124
H 0.962 -3.766 0.183
Br 1.137 -7.043 0.005
C -0.323 -8.267 0.321
C 0.009 -9.313 -0.637
Br -0.391 -8.848 -2.449
H -1.278 -7.763 0.210
H -0.247 -8.634 1.343
H -0.534 -10.240 -0.470
H 1.079 -9.514 -0.603
Br -4.675 3.069 1.841
Be 2.864 -8.982 -1.216
Cl -6.528 3.297 3.291
C 2.359 -11.298 -2.374
O 3.005 -10.367 -1.555
H 1.652 -11.994 -1.884
H 1.748 -10.894 -3.206
H 3.019 -12.004 -2.918
Be -3.295 7.681 0.513
O -5.119 9.199 -1.390
H -5.818 9.420 -2.017
H -4.416 8.846 -1.945
C 2.608 -6.635 -4.551
Br 2.075 -7.113 -2.738
Br 2.623 -4.733 -4.787
Br 4.286 -7.441 -5.031
H 1.859 -7.036 -5.221
Cl -3.540 9.981 0.845
*
```

E_HOMO   -0.2692 hartree
HOMO-LUMO gap   2.1 eV
Molecular weight   1254.4 g mol⁻¹

Okay, here come the Mulliken numbers, in e, for every atom: number 1, C, carries -1.24; number 2, C, carries -0.52; number 3, C, carries 0.23; number 4, C, carries -0.63; number 5, S, carries 1.48; number 6, O, carries -0.71; number 7, O, carries -0.71; number 8, C, carries 0.59; number 9, F, carries -0.26; number 10, F, carries -0.23; number 11, C, carries 0.57; number 12, F, carries -0.24; number 13, F, carries -0.23; number 14, F, carries -0.20; number 15, C, carries 0.73; number 16, O, carries -0.58; number 17, O, carries -0.49; number 18, C, carries -0.70; number 19, N, carries -0.31; number 20, N, carries 0.06; number 21, F, carries -0.05; number 22, H, carries 0.28; number 23, H, carries 0.65; number 24, H, carries 0.35; number 25, H, carries -0.02; number 26, H, carries 0.75; number 27, H, carries 0.39; number 28, H, carries 0.45; number 29, H, carries 0.53; number 30, H, carries 0.32; number 31, C, carries -0.35; number 32, Br, carries -0.02; number 33, Br, carries 0.03; number 34, Br, carries 0.09; number 35, H, carries 0.34; number 36, Br, carries -0.10; number 37, C, carries -0.15; number 38, C, carries -0.67; number 39, Br, carries -0.01; number 40, H, carries 0.38; number 41, H, carries 0.36; number 42, H, carries 0.42; number 43, H, carries 0.08; number 44, Br, carries 0.17; number 45, Be, carries 0.00; number 46, Cl, carries -0.18; number 47, C, carries -0.57; number 48, O, carries 0.12; number 49, H, carries 0.30; number 50, H, carries 0.24; number 51, H, carries 0.30; number 52, Be, carries 0.07; number 53, O, carries -0.54; number 54, H, carries 0.27; number 55, H, carries 0.30; number 56, C, carries -0.46; number 57, Br, carries 0.29; number 58, Br, carries 0.01; number 59, Br, carries 0.00; number 60, H, carries 0.43; number 61, Cl, carries -0.41

Below is a structure of composition C13H20Br2CsO6 at a distorted geometry, with properties calculated with the ωB97M-V functional and the def2-TZVPD basis.

Structure (ORCA input):
```
! RIJCOSX wB97M-V def2-TZVPD def2/J DEFGRID3
* xyz 1 1
C 3.960 2.998 -0.420
O 2.896 2.922 -1.399
C 2.742 1.598 -1.937
C 2.095 0.529 -0.867
C 0.657 -0.098 -1.310
C -0.299 -0.505 -0.032
C -0.985 0.711 0.753
C -0.905 2.130 0.022
C -2.093 3.038 0.671
O 0.329 2.857 0.336
O 0.733 -0.998 0.916
C 0.989 -2.336 0.502
O 1.884 -3.123 0.829
O -0.029 -2.814 -0.429
C -1.122 -1.874 -0.142
O -2.031 -1.595 -1.246
C -1.762 -2.525 1.169
Br -1.683 -1.798 2.998
C -2.435 -3.781 1.011
C -3.052 -4.495 2.325
Br -2.652 -4.729 -0.701
H 3.510 2.703 0.605
H 4.349 4.072 -0.271
H 4.820 2.264 -0.602
H 3.764 1.195 -2.331
H 2.007 1.678 -2.835
H 2.106 1.042 0.148
H 2.835 -0.351 -0.793
H 0.111 0.654 -2.043
H 0.905 -1.037 -1.985
H -2.106 0.456 0.872
H -0.553 0.837 1.799
H -1.119 2.114 -1.099
H -1.981 4.075 0.179
H -3.133 2.614 0.469
H -1.894 3.222 1.793
H 0.533 3.496 -0.379
H -2.941 -1.499 -0.866
H -3.837 -3.847 2.833
H -3.398 -5.566 2.110
H -2.154 -4.609 3.045
Cs 0.940 0.375 -3.694
*
```

E_HOMO   -0.4289 hartree
HOMO-LUMO gap   8.3 eV
Molecular weight   565.0 g mol⁻¹

Okay, here come the Mulliken numbers, in e, for every atom: number 1, C, carries -0.61; number 2, O, carries -0.47; number 3, C, carries 0.07; number 4, C, carries -0.25; number 5, C, carries -2.12; number 6, C, carries 1.21; number 7, C, carries -1.34; number 8, C, carries 0.33; number 9, C, carries -1.21; number 10, O, carries -0.48; number 11, O, carries -0.46; number 12, C, carries 0.35; number 13, O, carries -0.54; number 14, O, carries -0.34; number 15, C, carries 0.67; number 16, O, carries -0.56; number 17, C, carries -0.20; number 18, Br, carries -0.03; number 19, C, carries 0.20; number 20, C, carries -1.07; number 21, Br, carries -0.12; number 22, H, carries 0.26; number 23, H, carries 0.27; number 24, H, carries 0.30; number 25, H, carries 0.43; number 26, H, carries -0.13; number 27, H, carries 0.23; number 28, H, carries 0.37; number 29, H, carries 0.63; number 30, H, carries 1.00; number 31, H, carries 0.31; number 32, H, carries 0.45; number 33, H, carries 0.20; number 34, H, carries 0.34; number 35, H, carries 0.34; number 36, H, carries 0.30; number 37, H, carries 0.35; number 38, H, carries 0.47; number 39, H, carries 0.31; number 40, H, carries 0.32; number 41, H, carries 0.34; number 42, Cs, carries 0.88

Below is a structure of composition C13H20Br30FO4PSi at a distorted geometry, with properties calculated with the ωB97M-V functional and the def2-TZVPD basis.

Structure (ORCA input):
```
! RIJCOSX wB97M-V def2-TZVPD def2/J DEFGRID3
* xyz 0 1
C -2.590 -1.172 0.083
Si -1.214 -2.330 0.585
C -1.134 -3.666 -0.710
C 0.387 -1.380 0.667
O -1.676 -2.928 2.124
P -0.709 -3.755 3.040
O -1.395 -4.487 4.089
O 0.405 -2.776 3.586
O 0.212 -4.714 2.054
F -0.571 -5.864 1.795
H -3.190 -0.928 0.959
H -2.216 -0.250 -0.348
H -3.262 -1.679 -0.603
H -0.727 -3.228 -1.619
H -0.492 -4.502 -0.447
H -2.134 -4.039 -0.912
H 0.355 -0.634 1.460
H 1.256 -2.008 0.862
H 0.551 -0.850 -0.266
H 1.128 -2.644 2.956
C -5.204 1.852 0.556
Br -3.453 2.595 0.848
Br -5.418 1.249 -1.256
Br -5.600 0.460 1.822
H -5.921 2.642 0.718
C 2.451 2.173 1.605
Br 2.751 1.619 3.420
Br 3.299 0.982 0.360
Br 0.578 2.396 1.224
H 2.917 3.139 1.485
C 2.624 6.409 0.684
Br 2.508 5.699 -1.098
Br 0.910 6.438 1.551
Br 3.920 5.443 1.730
H 2.968 7.429 0.607
C 7.262 1.554 2.949
Br 6.781 1.147 4.762
Br 6.559 0.274 1.701
Br 6.748 3.346 2.473
H 8.339 1.502 2.884
C 9.031 4.477 6.865
Br 9.395 3.932 8.671
Br 9.955 3.367 5.592
Br 7.142 4.555 6.516
H 9.418 5.477 6.747
C -8.727 1.398 -4.065
Br -8.951 0.193 -2.585
Br -9.024 3.226 -3.546
Br -7.015 1.170 -4.916
H -9.479 1.147 -4.796
C -11.981 -3.032 -2.659
Br -13.155 -1.984 -1.559
Br -11.863 -2.333 -4.447
Br -10.241 -3.207 -1.857
H -12.402 -4.024 -2.729
C 8.415 2.878 -1.767
Br 9.870 2.362 -0.616
Br 7.255 1.396 -2.153
Br 7.436 4.362 -1.041
H 8.845 3.201 -2.703
C -7.333 -5.598 -2.534
Br -5.616 -4.786 -2.224
Br -7.513 -6.206 -4.349
Br -7.693 -7.004 -1.274
H -8.079 -4.834 -2.382
C 6.950 -0.998 -5.655
Br 7.642 0.780 -5.876
Br 5.374 -1.004 -4.549
Br 6.634 -1.855 -7.345
H 7.703 -1.573 -5.138
*
```

E_HOMO   -0.3711 hartree
HOMO-LUMO gap   9.7 eV
Molecular weight   2715.5 g mol⁻¹

Okay, here come the Mulliken numbers, in e, for every atom: number 1, C, carries -0.76; number 2, Si, carries 0.58; number 3, C, carries -0.96; number 4, C, carries -1.16; number 5, O, carries -0.19; number 6, P, carries 0.72; number 7, O, carries -0.66; number 8, O, carries -0.40; number 9, O, carries -0.16; number 10, F, carries -0.13; number 11, H, carries 0.02; number 12, H, carries 0.30; number 13, H, carries 0.38; number 14, H, carries 0.33; number 15, H, carries 0.33; number 16, H, carries 0.22; number 17, H, carries 0.35; number 18, H, carries 0.37; number 19, H, carries 0.46; number 20, H, carries 0.34; number 21, C, carries -0.44; number 22, Br, carries 0.02; number 23, Br, carries 0.06; number 24, Br, carries -0.02; number 25, H, carries 0.38; number 26, C, carries 0.65; number 27, Br, carries 0.01; number 28, Br, carries 0.02; number 29, Br, carries 0.01; number 30, H, carries -0.60; number 31, C, carries -0.39; number 32, Br, carries 0.00; number 33, Br, carries -0.01; number 34, Br, carries -0.05; number 35, H, carries 0.37; number 36, C, carries -0.34; number 37, Br, carries -0.04; number 38, Br, carries -0.03; number 39, Br, carries 0.10; number 40, H, carries 0.34; number 41, C, carries -0.31; number 42, Br, carries -0.02; number 43, Br, carries -0.02; number 44, Br, carries -0.03; number 45, H, carries 0.35; number 46, C, carries -0.35; number 47, Br, carries 0.06; number 48, Br, carries -0.01; number 49, Br, carries -0.03; number 50, H, carries 0.34; number 51, C, carries -0.34; number 52, Br, carries -0.01; number 53, Br, carries 0.00; number 54, Br, carries -0.03; number 55, H, carries 0.34; number 56, C, carries -0.38; number 57, Br, carries -0.02; number 58, Br, carries 0.10; number 59, Br, carries 0.00; number 60, H, carries 0.32; number 61, C, carries 0.44; number 62, Br, carries 0.04; number 63, Br, carries -0.01; number 64, Br, carries 0.00; number 65, H, carries -0.45; number 66, C, carries -0.31; number 67, Br, carries -0.02; number 68, Br, carries -0.02; number 69, Br, carries -0.04; number 70, H, carries 0.36

> What is the HOMO-LUMO gap in the second record?

8.3 eV

> Among the records above, which one has the lowest E_HOMO?

C13H20Br2CsO6

> Look up the molecular weight of the first one.

1254.4 g mol⁻¹